Entry 1:
Entry from the Open Molecules 2025 dataset: a structure of composition C22H40IrN5O5SSi4Te in a non-equilibrium geometry (wB97M-V/def2-TZVPD).

The geometry in XYZ format:
```
79
Properties=species:S:1:pos:R:3
Ir -0.090 -0.512 -0.010
N 0.144 -0.661 2.171
C 1.540 -0.249 2.440
C 2.387 -1.045 1.492
O 3.256 -1.804 1.868
O 2.003 -0.868 0.267
H -0.474 -0.052 2.694
H -0.015 -1.614 2.475
H 1.848 -0.389 3.474
H 1.617 0.802 2.162
N 2.157 -4.182 -6.627
C 1.695 -3.112 -5.879
C 0.390 -2.638 -6.054
C -0.085 -1.597 -5.281
C 0.742 -1.027 -4.320
C 2.038 -1.493 -4.125
C 2.508 -2.533 -4.899
S 0.137 0.260 -3.312
O -0.884 0.977 -4.012
O 1.248 0.962 -2.744
N -0.538 -0.546 -2.030
C -1.810 -0.948 -1.921
N -2.670 -1.163 -2.916
C -3.907 -1.445 -2.543
C -4.309 -1.555 -1.208
C -3.327 -1.413 -0.258
N -2.073 -1.140 -0.612
H 1.670 -4.366 -7.488
H 3.156 -4.280 -6.698
H -0.244 -3.088 -6.809
H -1.086 -1.207 -5.410
H 2.670 -1.011 -3.391
H 3.519 -2.900 -4.765
H -4.615 -1.613 -3.348
H -5.329 -1.773 -0.934
H -3.523 -1.535 0.800
O -0.537 2.482 -0.202
C -0.633 1.406 0.133
C -3.085 -5.004 -1.419
Si -1.518 -6.029 -1.459
C -0.841 -5.952 -3.203
C -1.917 -7.812 -1.014
Si 0.064 -5.116 0.012
Te 0.723 -2.966 -1.096
Si 2.159 -6.183 -0.102
C 1.941 -8.048 -0.033
C 3.195 -5.570 1.325
C 3.010 -5.761 -1.720
Si -0.743 -5.272 2.199
C 0.223 -4.288 3.472
C -0.662 -7.082 2.678
C -2.527 -4.695 2.330
H -3.814 -5.354 -2.157
H -2.844 -3.965 -1.656
H -3.565 -5.018 -0.438
H -1.568 -6.322 -3.933
H 0.076 -6.538 -3.315
H -0.602 -4.916 -3.463
H -2.450 -8.315 -1.826
H -2.544 -7.866 -0.120
H -1.006 -8.381 -0.812
H 1.382 -8.360 0.853
H 2.911 -8.552 -0.009
H 1.401 -8.409 -0.912
H 2.780 -5.887 2.286
H 3.245 -4.477 1.325
H 4.219 -5.950 1.264
H 2.334 -5.874 -2.573
H 3.881 -6.400 -1.889
H 3.348 -4.722 -1.705
H 1.267 -4.601 3.527
H -0.219 -4.400 4.466
H 0.225 -3.226 3.227
H 0.375 -7.402 2.814
H -1.102 -7.717 1.905
H -1.195 -7.274 3.613
H -2.645 -3.689 1.916
H -2.850 -4.671 3.374
H -3.205 -5.357 1.786
```

Values from the calculation:
* HOMO-LUMO gap: 0.219 hartree
* molar mass: 918.8 g mol⁻¹
* highest occupied orbital energy: -6.88 eV
* lowest unoccupied orbital energy: -0.92 eV
* multiplicity: 1
* F_max: 3.361 eV/Å
* energy relative to the best compared isomer or geometry (same formula, charge and spin): 71.2 kcal per mole
* calculated total energy: -3440.93792 hartree

Entry 2:
Entry from the Open Molecules 2025 dataset: a cluster of 2 separate species, C22H40N3O3 in total in a non-equilibrium geometry (wB97M-V/def2-TZVPD).

The geometry in XYZ format:
```
68
Properties=species:S:1:pos:R:3
C 0.465 2.159 0.728
C 1.654 2.684 0.624
C 1.945 3.809 -0.318
N 2.469 3.289 -1.640
N 2.486 4.365 -2.587
C 3.764 2.501 -1.501
C 3.450 1.017 -1.400
C 4.460 0.211 -0.589
C 4.230 -1.288 -0.800
C 2.927 -1.747 -0.101
C 1.921 -2.516 -0.962
C 1.346 -1.802 -2.192
C 0.525 -0.515 -1.931
C -0.942 -0.569 -2.398
C -1.962 -0.910 -1.308
C -3.399 -0.548 -1.689
C -4.324 -0.439 -0.482
O -4.427 0.916 -0.069
C -5.686 1.291 0.446
H -0.380 2.540 0.162
H 0.276 1.319 1.384
H 2.477 2.302 1.220
H 1.056 4.386 -0.565
H 2.721 4.481 0.057
H 1.767 2.619 -1.969
H 2.457 3.968 -3.521
H 3.349 4.884 -2.457
H 4.350 2.745 -2.387
H 4.274 2.881 -0.612
H 2.471 0.914 -0.927
H 3.361 0.583 -2.402
H 4.291 0.419 0.476
H 5.485 0.519 -0.824
H 5.083 -1.846 -0.409
H 4.194 -1.501 -1.875
H 3.185 -2.393 0.740
H 2.424 -0.887 0.359
H 2.391 -3.448 -1.298
H 1.086 -2.814 -0.312
H 0.698 -2.523 -2.702
H 2.151 -1.589 -2.905
H 0.547 -0.263 -0.862
H 1.011 0.307 -2.470
H -1.019 -1.293 -3.217
H -1.233 0.401 -2.820
H -1.936 -1.988 -1.102
H -1.701 -0.386 -0.381
H -3.803 -1.278 -2.398
H -3.411 0.424 -2.195
H -3.911 -1.030 0.352
H -5.324 -0.836 -0.695
H -5.726 2.381 0.422
H -5.836 0.951 1.479
H -6.498 0.892 -0.176
C -3.774 -2.342 4.823
C -2.646 -3.140 4.965
C -1.512 -2.884 4.212
C -1.542 -1.820 3.328
C -2.652 -1.009 3.165
C -3.778 -1.282 3.925
N -0.342 -1.543 2.522
O 0.614 -2.280 2.641
O -0.383 -0.584 1.764
H -4.655 -2.548 5.415
H -2.648 -3.965 5.664
H -0.623 -3.490 4.301
H -2.630 -0.192 2.459
H -4.659 -0.665 3.815
```

Values from the calculation:
* HOMO-LUMO gap: 0.329 hartree
* molar mass: 394.6 g mol⁻¹
* total charge: +1
* highest occupied orbital energy: -11.62 eV
* lowest unoccupied orbital energy: -2.66 eV
* multiplicity: 1
* F_max: 1.304 eV/Å
* calculated total energy: -1251.86615 hartree

Entry 3:
Entry from the Open Molecules 2025 dataset: a cluster of 5 separate species, C22H40N3O7S in total in a non-equilibrium geometry (wB97M-V/def2-TZVPD).

The geometry in XYZ format:
```
73
Properties=species:S:1:pos:R:3
O 7.792 0.013 0.784
C 6.882 0.799 0.407
O 6.743 1.239 -0.750
C 5.911 1.226 1.519
N 4.563 1.591 1.050
C 4.571 2.855 0.344
C 3.126 3.238 -0.061
S 2.421 1.858 -1.039
C 0.913 1.529 -0.233
N -0.166 1.312 -0.874
N -1.142 1.098 0.093
C -0.579 1.215 1.212
O 0.744 1.480 1.112
H 6.337 2.017 2.157
H 5.792 0.367 2.172
H 3.997 1.745 1.881
H 5.122 2.770 -0.589
H 5.027 3.674 0.921
H 2.533 3.385 0.842
H 3.111 4.145 -0.658
H -1.123 1.121 2.133
C -0.564 -3.190 -2.407
C 0.620 -3.633 -3.255
C 1.467 -2.368 -3.286
O 1.226 -1.688 -2.055
C 0.106 -2.275 -1.393
H -1.107 -4.014 -1.942
H -1.265 -2.624 -3.019
H 1.163 -4.436 -2.749
H 0.343 -3.985 -4.249
H 1.164 -1.707 -4.107
H 2.533 -2.574 -3.383
H 0.478 -2.841 -0.529
H -0.556 -1.486 -1.032
C 1.474 -0.256 4.600
C 1.943 1.121 5.055
C 3.448 1.020 4.842
O 3.644 0.134 3.743
C 2.417 -0.535 3.438
H 0.423 -0.291 4.311
H 1.632 -0.986 5.398
H 1.522 1.892 4.403
H 1.674 1.362 6.083
H 3.946 0.595 5.721
H 3.909 1.984 4.617
H 2.028 -0.123 2.504
H 2.608 -1.599 3.293
C -5.335 2.831 2.576
C -4.562 4.045 2.075
C -3.309 3.994 2.936
O -3.068 2.613 3.224
C -4.213 1.840 2.845
H -6.071 2.455 1.867
H -5.852 3.076 3.508
H -4.299 3.910 1.023
H -5.105 4.985 2.172
H -3.457 4.520 3.886
H -2.437 4.417 2.438
H -3.959 1.275 1.941
H -4.452 1.134 3.641
C -4.359 -4.536 -5.969
C -4.997 -3.178 -5.702
C -4.132 -2.648 -4.567
O -2.827 -3.201 -4.758
C -2.885 -4.235 -5.743
H -4.563 -4.931 -6.964
H -4.712 -5.264 -5.235
H -4.895 -2.538 -6.582
H -6.053 -3.230 -5.441
H -4.506 -2.981 -3.593
H -4.066 -1.560 -4.558
H -2.410 -3.863 -6.657
H -2.325 -5.102 -5.390
```

Values from the calculation:
* HOMO-LUMO gap: 0.221 hartree
* molar mass: 490.6 g mol⁻¹
* total charge: -1
* highest occupied orbital energy: -3.82 eV
* lowest unoccupied orbital energy: 2.21 eV
* multiplicity: 1
* F_max: 1.600 eV/Å
* calculated total energy: -1951.35622 hartree

Entry 4:
Entry from the Open Molecules 2025 dataset: a cluster of 2 separate species, C22H41BFIN4O5P in total in a non-equilibrium geometry (wB97M-V/def2-TZVPD).

The geometry in XYZ format:
```
76
Properties=species:S:1:pos:R:3
C -3.664 6.944 -1.758
C -4.092 5.611 -2.468
O -2.936 4.688 -2.493
C -3.514 3.416 -2.302
O -3.961 2.845 -3.260
C -3.536 2.826 -0.852
C -2.004 2.553 -0.457
C -1.843 1.083 0.130
N -1.756 0.052 -0.942
B -2.992 -0.823 -0.999
C -3.938 -0.666 -2.298
O -3.358 -1.743 0.029
C -0.530 -0.656 -0.971
N 0.247 -1.119 0.135
C -0.550 -1.696 1.250
C 0.291 -2.055 2.539
F 0.297 -0.988 3.479
P 1.494 -0.005 0.639
O 2.767 -0.700 1.033
N -0.002 -0.891 -2.155
C -0.588 -0.451 -3.445
C -0.625 1.131 -3.634
C -0.001 1.600 -5.025
I -1.573 2.523 -6.247
C 1.275 -1.648 -2.261
C 2.405 -0.860 -2.694
C 3.682 -1.598 -2.853
C 3.544 -3.018 -2.534
C 2.324 -3.658 -2.072
N 1.176 -2.947 -1.938
H -4.449 7.710 -2.009
H -3.657 6.759 -0.651
H -2.649 7.239 -2.127
H -4.453 5.734 -3.518
H -4.878 5.099 -1.838
H -4.014 3.592 -0.185
H -4.171 1.908 -0.802
H -1.360 2.736 -1.348
H -1.784 3.291 0.365
H -1.047 1.036 0.913
H -2.817 0.895 0.679
H -3.748 -1.497 -3.036
H -5.028 -0.656 -2.043
H -3.692 0.288 -2.850
H -3.911 -1.200 0.631
H -1.410 -1.076 1.607
H -0.987 -2.664 0.881
H -0.289 -2.880 3.043
H 1.315 -2.438 2.311
H 1.809 0.975 -0.344
H 1.042 0.713 1.797
H -1.588 -0.933 -3.590
H 0.052 -0.837 -4.286
H -0.216 1.697 -2.762
H -1.717 1.408 -3.692
H 0.697 2.448 -4.796
H 0.496 0.779 -5.591
H 2.329 0.232 -2.911
H 4.620 -1.127 -3.207
H 4.450 -3.664 -2.651
H 2.314 -4.747 -1.819
C 3.927 -2.448 4.035
C 3.069 -2.131 5.244
O 2.939 -3.214 6.151
C 4.142 -3.686 6.741
C 4.871 -2.637 7.562
H 3.557 -3.340 3.522
H 3.919 -1.608 3.335
H 4.965 -2.641 4.313
H 2.059 -1.897 4.899
H 3.430 -1.240 5.766
H 4.797 -4.115 5.976
H 3.854 -4.509 7.398
H 5.225 -1.812 6.940
H 5.739 -3.077 8.056
H 4.210 -2.213 8.320
```

Values from the calculation:
* HOMO-LUMO gap: 0.269 hartree
* molar mass: 629.3 g mol⁻¹
* total charge: +1
* highest occupied orbital energy: -11.06 eV
* lowest unoccupied orbital energy: -3.73 eV
* multiplicity: 1
* F_max: 4.128 eV/Å
* calculated total energy: -2221.58169 hartree

Entry 5:
Entry from the Open Molecules 2025 dataset: a structure of composition C22H41BN6O3SSiV in a non-equilibrium geometry (wB97M-V/def2-TZVPD).

The geometry in XYZ format:
```
76
Properties=species:S:1:pos:R:3
H -1.661 -2.360 -0.025
N -1.841 -0.261 -0.218
B -2.586 2.097 -0.849
N -2.907 0.614 -0.472
C -4.042 -0.105 -0.525
V -0.068 0.409 -0.125
H -4.979 0.390 -0.744
C -3.735 -1.460 -0.336
H -4.417 -2.292 -0.349
C -2.350 -1.531 -0.160
H -3.570 2.746 -1.095
C 3.540 -0.105 -0.838
H 4.362 -0.819 -0.678
H 3.538 0.638 -0.035
H 3.703 0.399 -1.801
N -1.628 2.041 -2.072
N -1.757 2.693 0.336
N -0.447 1.318 -1.968
N -0.567 2.034 0.695
C -1.719 2.558 -3.312
C -1.842 3.825 1.050
H -2.577 3.161 -3.587
H -2.670 4.504 0.884
C -0.603 2.161 -4.044
C -0.725 3.934 1.891
C 0.169 1.379 -3.169
C 0.066 2.807 1.639
H -0.374 2.403 -5.065
H -0.491 4.726 2.584
H 1.112 0.865 -3.305
H 1.009 2.481 2.044
H 2.566 -0.630 -0.856
C -1.552 -4.689 3.657
C -0.666 -3.450 3.687
C -1.517 -2.190 3.610
C 0.164 -3.482 4.964
O 0.207 -3.549 2.511
Si 1.228 -2.623 1.615
S 0.942 -0.570 1.730
O 2.745 -3.106 2.016
C 3.849 -2.944 2.990
C 3.753 -1.578 3.653
C 3.769 -4.054 4.032
C 5.143 -3.086 2.196
O 0.883 -2.986 0.032
C 1.414 -4.002 -0.864
C 0.985 -3.581 -2.267
C 2.933 -4.022 -0.772
C 0.818 -5.360 -0.505
H -2.241 -4.684 4.515
H -0.953 -5.605 3.720
H -2.156 -4.735 2.745
H -2.193 -2.150 4.481
H -0.891 -1.288 3.611
H -2.129 -2.193 2.701
H 0.745 -4.412 5.028
H 0.837 -2.618 5.036
H -0.509 -3.453 5.837
H 2.867 -1.524 4.301
H 4.643 -1.430 4.287
H 3.719 -0.777 2.903
H 3.789 -5.049 3.568
H 4.642 -3.979 4.701
H 2.870 -3.963 4.654
H 5.231 -4.087 1.753
H 5.211 -2.334 1.399
H 6.005 -2.940 2.863
H 1.429 -2.615 -2.543
H 1.323 -4.322 -3.006
H -0.105 -3.501 -2.349
H 3.266 -4.434 0.188
H 3.348 -4.655 -1.573
H 3.340 -3.009 -0.901
H 1.136 -5.686 0.493
H -0.280 -5.335 -0.540
H 1.160 -6.106 -1.238
```

Values from the calculation:
* HOMO-LUMO gap (alpha / beta): 0.272 / 0.317 hartree
* molar mass: 559.5 g mol⁻¹
* expectation value of S²: 3.767
* highest occupied orbital energy (alpha / beta): -6.81 / -8.07 eV
* lowest unoccupied orbital energy (alpha / beta): 0.60 / 0.57 eV
* multiplicity: 4
* F_max: 4.329 eV/Å
* calculated total energy: -3073.98095 hartree

Entry 6:
Entry from the Open Molecules 2025 dataset: a cluster of 6 separate species, C22H41Br2NO4 in total in a non-equilibrium geometry (wB97M-V/def2-TZVPD).

The geometry in XYZ format:
```
70
Properties=species:S:1:pos:R:3
C -12.490 14.824 -13.093
C -13.192 13.552 -13.529
C -14.467 13.528 -12.765
O -14.319 14.408 -11.681
C -13.392 15.450 -12.103
H -12.388 15.360 -14.036
H -11.504 14.693 -12.648
H -12.593 12.670 -13.303
H -13.368 13.467 -14.601
H -14.888 12.551 -12.525
H -15.209 14.110 -13.311
H -12.820 15.654 -11.198
H -13.871 16.401 -12.339
C -18.987 18.214 -6.842
C -17.664 17.514 -6.504
C -17.782 16.201 -7.340
O -18.604 16.610 -8.470
C -19.701 17.380 -7.949
H -18.899 19.213 -7.269
H -19.669 18.306 -5.996
H -17.555 17.442 -5.421
H -16.832 18.074 -6.932
H -18.243 15.440 -6.710
H -16.790 15.809 -7.563
H -20.442 16.720 -7.498
H -20.354 17.917 -8.636
C -15.526 21.438 -3.559
C -14.815 20.129 -3.678
C -16.014 19.031 -3.591
O -17.215 19.871 -3.477
C -17.001 21.203 -3.929
H -15.152 22.286 -4.133
H -15.199 21.696 -2.552
H -13.988 20.110 -2.969
H -14.354 19.981 -4.655
H -15.849 18.335 -2.769
H -16.095 18.344 -4.434
H -17.668 21.913 -3.440
H -17.218 21.179 -4.997
C -8.694 14.521 -5.131
C -8.937 15.690 -4.247
C -10.291 15.507 -3.859
O -10.928 15.004 -5.075
C -9.987 14.412 -5.997
H -8.505 13.748 -4.387
H -7.787 14.695 -5.710
H -8.898 16.607 -4.834
H -8.269 15.825 -3.396
H -10.755 16.404 -3.448
H -10.417 14.736 -3.099
H -9.717 14.868 -6.950
H -10.302 13.385 -6.181
Br -14.507 14.450 -8.279
C -13.291 15.871 -7.740
C -13.785 16.604 -6.458
Br -12.602 18.089 -6.114
H -13.123 16.652 -8.481
H -12.259 15.574 -7.553
H -13.761 15.909 -5.618
H -14.798 16.986 -6.582
N -12.347 12.075 -9.829
C -12.516 10.831 -9.185
C -11.281 10.318 -8.910
C -10.294 11.266 -9.301
C -11.022 12.315 -9.913
H -13.075 12.680 -10.181
H -13.525 10.550 -8.921
H -11.044 9.396 -8.399
H -9.220 11.267 -9.415
H -10.717 13.212 -10.431
```

Values from the calculation:
* HOMO-LUMO gap (alpha / beta): 0.282 / 0.124 hartree
* molar mass: 543.4 g mol⁻¹
* expectation value of S²: 0.764
* total charge: +1
* highest occupied orbital energy (alpha / beta): -10.96 / -10.96 eV
* lowest unoccupied orbital energy (alpha / beta): -3.28 / -7.57 eV
* multiplicity: 2
* F_max: 3.364 eV/Å
* calculated total energy: -6366.14043 hartree

Among the records above, which one has the highest F_max?
C22H41BN6O3SSiV